The following is a quantum chemistry calculation of a cluster of 11 separate species, C61H72IN14O in total, from OMol25.

- Kohn-Sham gap (hartree) = 0.211
- total energy (a.u.) = -3506.8064
- LUMO level (eV) = -4.278
- total charge = +1

CARTESIAN COORDINATES (ANGSTROEM)
C -5.47200 -0.34298 -7.42214
O -5.53428 -1.75785 -7.41732
C -4.33254 -2.47064 -7.20593
C -3.95516 -3.32455 -8.43205
C -3.60007 -4.77532 -8.07705
C -2.16263 -4.99316 -7.59917
N -1.19891 -4.45886 -8.55608
C 0.04803 -4.05557 -8.37794
N 0.72600 -3.37765 -9.31946
C 1.84155 -3.01363 -8.75948
N 1.98255 -3.45574 -7.51912
C 3.11762 -3.27387 -6.61656
C 2.93971 -2.34582 -5.39255
C 1.62274 -1.56235 -5.38627
C 3.17558 -3.06981 -4.05633
N 0.81123 -4.16101 -7.25600
I 0.59785 -5.20505 -5.53396
H -6.30367 0.03017 -8.01791
H -4.54475 0.03230 -7.86237
H -5.57369 0.05463 -6.40797
H -3.52881 -1.76700 -6.96482
H -4.47660 -3.11729 -6.33322
H -3.13788 -2.81862 -8.95294
H -4.80542 -3.30807 -9.11341
H -4.23014 -5.04686 -7.22725
H -3.83484 -5.45633 -8.89603
H -1.98358 -6.05959 -7.45878
H -2.04793 -4.47229 -6.64652
H -1.54067 -4.26948 -9.48751
H 2.57325 -2.40342 -9.26958
H 3.47648 -4.26113 -6.32590
H 3.86945 -2.85023 -7.28288
H 3.73880 -1.60733 -5.48272
H 0.83800 -2.10304 -4.85288
H 1.76018 -0.61845 -4.85826
H 1.26123 -1.31400 -6.38485
H 2.23085 -3.35620 -3.59123
H 3.69837 -2.42290 -3.35372
H 3.75649 -3.98298 -4.19299
N -1.30707 0.23348 -8.82885
C -1.33074 1.46973 -9.31928
C -0.19036 2.24995 -9.47354
C 1.03511 1.72237 -9.10552
C 1.06856 0.43301 -8.59499
C -0.12609 -0.25909 -8.47697
H -2.30879 1.84424 -9.59758
H -0.26864 3.24910 -9.87881
H 1.94363 2.29922 -9.21691
H 2.00629 -0.01719 -8.29141
H -0.15478 -1.27024 -8.08703
N 4.18457 -1.31690 -0.28496
C 4.36042 -0.07849 -0.74406
C 5.59932 0.53473 -0.84814
C 6.72260 -0.17693 -0.45847
C 6.55587 -1.46348 0.02751
C 5.27249 -1.98515 0.09497
H 3.45767 0.45389 -1.02838
H 5.67782 1.55009 -1.21193
H 7.70642 0.26955 -0.51450
H 7.40038 -2.05090 0.35950
H 5.10411 -2.98511 0.47887
N 5.41809 1.57018 3.50972
C 5.10809 2.53299 4.37436
C 4.04683 3.41091 4.19880
C 3.26676 3.28473 3.06219
C 3.57419 2.28184 2.15551
C 4.65388 1.45531 2.42498
H 5.73391 2.59919 5.25731
H 3.83523 4.16564 4.94428
H 2.42836 3.94760 2.89222
H 2.98471 2.13833 1.25914
H 4.92301 0.65504 1.74731
N 2.56838 3.00176 7.96323
C 2.89077 1.92597 7.24798
C 3.29740 0.72166 7.80131
C 3.37196 0.62215 9.18134
C 3.03323 1.73305 9.93906
C 2.64105 2.89620 9.28968
H 2.81394 2.03785 6.17244
H 3.54336 -0.12018 7.16751
H 3.66986 -0.30761 9.64634
H 3.07087 1.70253 11.01993
H 2.37001 3.78534 9.84997
N -6.50257 -6.34864 -5.51896
C -7.11809 -7.50709 -5.74658
C -8.10521 -7.67469 -6.70684
C -8.47279 -6.58242 -7.47609
C -7.84133 -5.36930 -7.25137
C -6.87242 -5.30770 -6.26205
H -6.80698 -8.34021 -5.12632
H -8.57223 -8.63992 -6.84509
H -9.23901 -6.67418 -8.23468
H -8.09343 -4.48659 -7.82294
H -6.36389 -4.37185 -6.05322
N 1.78930 6.31708 10.17611
C 0.58483 6.81428 10.44383
C 0.37540 8.10348 10.91135
C 1.47598 8.92198 11.10889
C 2.73635 8.41701 10.83190
C 2.83807 7.11338 10.36931
H -0.25268 6.14498 10.27977
H -0.62767 8.45307 11.11534
H 1.35419 9.93329 11.47499
H 3.62457 9.01745 10.97176
H 3.80726 6.68390 10.13991
N -2.11764 7.18662 15.83453
C -1.84023 5.94563 16.22547
C -0.84834 5.16314 15.65184
C -0.10311 5.69856 14.61412
C -0.38005 6.99034 14.19597
C -1.39256 7.68789 14.83783
H -2.44374 5.55921 17.03938
H -0.66802 4.15999 16.01315
H 0.67886 5.12100 14.13757
H 0.17618 7.44637 13.39001
H -1.63714 8.70192 14.53913
N 0.72163 -1.18968 4.31484
C 1.73335 -0.70628 3.59805
C 1.85892 -0.88700 2.22777
C 0.88238 -1.61146 1.56619
C -0.17936 -2.11844 2.29872
C -0.21208 -1.87965 3.66522
H 2.48252 -0.14510 4.14767
H 2.70531 -0.48030 1.69670
H 0.95628 -1.77915 0.49886
H -0.96739 -2.68999 1.82702
H -1.02717 -2.26068 4.27084
N -4.75884 2.88150 -9.27099
C -4.95140 3.83267 -8.35916
C -6.07852 4.63883 -8.31817
C -7.06033 4.44888 -9.27712
C -6.87400 3.46251 -10.23229
C -5.71136 2.70897 -10.18539
H -4.16250 3.95293 -7.62419
H -6.18086 5.39526 -7.55261
H -7.95430 5.05838 -9.28007
H -7.61252 3.27869 -11.00012
H -5.53242 1.92690 -10.91520
N 2.78715 -2.65861 9.45031
C 1.45720 -2.63764 9.44893
C 0.67417 -3.78174 9.48734
C 1.30708 -5.01312 9.52811
C 2.69254 -5.04939 9.52739
C 3.38354 -3.84814 9.48766
H 0.99957 -1.65454 9.41186
H -0.40419 -3.70425 9.48520
H 0.73121 -5.92893 9.56000
H 3.22953 -5.98738 9.55802
H 4.46798 -3.83644 9.48759

Forces on atoms 1 to 3 (eV/Å):
0.1 0.1 0.1
-0.2 -0.3 -0.3
0.1 0.3 0.1

=====

The following is a quantum chemistry calculation of a structure of composition C61H72N3O6Rb, from OMol25.

- Kohn-Sham gap (hartree) = 0.193
- energy relative to the best compared isomer or geometry (same formula, charge and spin) (kJ/mol) = 86.4
- total energy (a.u.) = -3007.6212
- LUMO level (eV) = 3.600
- total charge = -2

CARTESIAN COORDINATES (ANGSTROEM)
Rb 0.21368 0.08964 -0.25446
C -2.04706 -0.96236 -2.34914
O -1.88997 -1.54058 -1.05588
C -2.88507 -1.48392 -0.10729
C -2.81294 -2.49187 0.87193
C -1.68719 -3.51683 0.96819
C -1.02208 -3.50716 2.33012
C -1.04753 -4.54780 3.23239
C -0.40824 -4.48305 4.48327
C 0.28568 -3.30690 4.78170
C 0.34995 -2.23289 3.90474
C 1.13609 -0.97150 4.18552
C 0.31382 0.29438 4.03443
C -0.80698 0.46215 4.84231
C -1.66911 1.54001 4.69389
C -1.38908 2.45915 3.69204
C -0.31549 2.30091 2.83388
C -0.23004 3.18941 1.60973
C -1.51645 3.22870 0.79625
C -1.95005 4.40363 0.22275
C -3.03485 4.46225 -0.66501
C -3.66036 3.24954 -0.95705
C -3.28855 2.03617 -0.38909
C -4.03639 0.77579 -0.83647
C -3.88675 -0.50258 -0.01167
C -4.86279 -0.65949 0.97849
C -4.86466 -1.69062 1.90301
C -3.79982 -2.57839 1.83686
C -5.98094 -1.91084 2.92331
C -5.39998 -2.11177 4.32974
C -6.76328 -3.17267 2.52938
C -6.95825 -0.73539 2.97436
C -2.22861 1.98651 0.57425
O -1.89470 0.92586 1.16430
C -3.42441 5.79484 -1.29921
C -3.77157 6.81866 -0.20817
C -2.25319 6.33763 -2.13405
C -4.63474 5.66344 -2.22374
C 0.56804 1.24491 3.05495
O 1.63934 1.08494 2.18635
C 2.79102 1.78516 2.59394
C -2.97886 1.66995 5.46611
C -4.13226 1.61359 4.45156
C -3.16445 0.54437 6.48423
C -3.02446 3.00801 6.21468
C -0.31838 -2.29969 2.64788
O -0.30317 -1.34987 1.81512
C -0.51137 -5.66411 5.44684
C 0.24790 -5.41678 6.75143
C -1.98312 -5.92493 5.80441
C 0.06992 -6.93191 4.80174
H -3.01435 -1.24936 -2.76998
H -1.24145 -1.34389 -2.97292
H -1.95077 0.12554 -2.32428
H -0.93952 -3.30140 0.20467
H -2.09588 -4.51357 0.76608
H -1.59274 -5.45052 2.95817
H 0.80177 -3.20819 5.73291
H 1.98343 -0.90989 3.49641
H 1.54230 -1.02225 5.20246
H -1.01901 -0.32538 5.55555
H -2.08912 3.25877 3.47148
H 0.59336 2.85169 0.96997
H 0.01435 4.21348 1.91576
H -1.39044 5.31185 0.44455
H -4.48120 3.22883 -1.66957
H -3.82012 0.59949 -1.88767
H -5.10370 1.01923 -0.81250
H -5.63124 0.10364 1.02028
H -3.70508 -3.38048 2.56228
H -4.71674 -2.96079 4.36714
H -6.20581 -2.29250 5.04891
H -4.84830 -1.22826 4.64769
H -6.10688 -4.04424 2.51003
H -7.19494 -3.05652 1.53261
H -7.57286 -3.36430 3.24170
H -6.44616 0.19368 3.23089
H -7.72164 -0.92623 3.73406
H -7.46380 -0.59391 2.01690
H -2.93102 6.96978 0.47078
H -4.61770 6.46596 0.38525
H -4.03262 7.78699 -0.64961
H -1.36516 6.47931 -1.51539
H -2.50815 7.30061 -2.59086
H -1.99751 5.63126 -2.92713
H -5.50673 5.28904 -1.68340
H -4.42911 4.98316 -3.05229
H -4.88664 6.64195 -2.64336
H 2.56250 2.83296 2.82149
H 3.49999 1.74242 1.76595
H 3.24040 1.32580 3.48412
H -4.03215 0.73825 3.80762
H -4.12498 2.48759 3.79825
H -5.09809 1.57570 4.96755
H -3.18280 -0.43261 5.99916
H -4.11345 0.67880 7.01094
H -2.35995 0.54127 7.22370
H -2.90193 3.84750 5.52966
H -2.22462 3.06013 6.95781
H -3.98362 3.12461 6.72972
H -0.14480 -4.54646 7.28064
H 1.31119 -5.25074 6.56614
H 0.14860 -6.28716 7.40712
H -2.41635 -5.04550 6.28521
H -2.07653 -6.77866 6.48558
H -2.57163 -6.13624 4.91042
H 1.12569 -6.78439 4.56431
H -0.44783 -7.17276 3.87244
H -0.01937 -7.79114 5.47628
C 4.08553 -2.85490 1.56381
C 2.93023 -2.14172 1.19521
N 2.96311 -1.08636 0.41346
C 4.14903 -0.66082 -0.04942
C 5.35591 -1.32340 0.22479
C 5.29615 -2.44762 1.06736
C 6.57624 -0.85414 -0.37111
C 6.57617 0.20661 -1.20579
C 5.36458 0.92298 -1.49410
C 5.31546 2.03204 -2.35620
C 4.11851 2.66238 -2.57099
C 2.97710 2.20348 -1.88770
N 3.00405 1.18715 -1.05866
C 4.16013 0.52398 -0.89394
H 4.00066 -3.71073 2.22034
H 1.94916 -2.43647 1.55686
H 6.20925 -2.98113 1.31002
H 7.49720 -1.38360 -0.15249
H 7.49761 0.54088 -1.67031
H 6.22244 2.36599 -2.84931
H 4.03984 3.50044 -3.25115
H 2.00428 2.66097 -2.03662
N -0.37360 3.03822 -2.41227
C -0.81757 2.68907 -3.76303
C 0.27784 2.02240 -4.60154
C 0.37106 0.50502 -4.30096
O -0.21049 -0.24495 -5.11802
O 0.96765 0.17427 -3.24787
H -1.15918 3.06035 -1.76982
H 0.01252 3.97594 -2.40253
H -1.20992 3.56778 -4.29812
H -1.65617 1.99423 -3.67460
H 1.23520 2.51414 -4.39337
H 0.04331 2.14290 -5.66135

Forces on atoms 1 to 3 (eV/Å):
0.7 0.3 -0.6
-0.1 -0.2 0.1
-0.2 0.0 0.1

=====

The following is a quantum chemistry calculation of a structure of composition C61H80FGeN2O11P2Si2Te2Ti at a distorted geometry, from OMol25.

- Kohn-Sham gap (alpha / beta) (hartree) = 0.206 / 0.207
- ⟨S²⟩ = 2.039
- total energy (a.u.) = -8134.0875
- LUMO level (alpha / beta) (eV) = 2.067 / 1.215
- spin multiplicity = 3
- total charge = -1

CARTESIAN COORDINATES (ANGSTROEM)
Ti -0.62627 0.72952 1.18386
C 3.96825 -3.63915 4.52429
C 2.64890 -3.79757 5.27785
C 2.86598 -3.53864 6.76118
C 1.54461 -3.37714 7.50093
C 0.80944 -2.20578 6.91364
C 0.08868 -1.31285 7.70593
C -0.55760 -0.25530 7.09777
F -1.26116 0.59988 7.87459
C -0.52714 -0.04327 5.74093
C 0.20186 -0.92792 4.92794
C 0.24282 -0.80979 3.51320
O -0.27320 0.27426 2.91657
C 0.74688 -1.89507 2.75142
C 1.41067 -2.89631 3.38306
N 1.63170 -2.88442 4.73248
C 0.89034 -2.00362 5.54333
C 0.55607 -2.01575 1.27331
O 0.79301 -3.06512 0.69590
O 0.16298 -0.93933 0.65136
H 4.73711 -4.25513 4.99353
H 4.28783 -2.59573 4.55246
H 3.88583 -3.93624 3.48003
H 2.28345 -4.82385 5.14506
H 3.44777 -2.61957 6.87973
H 3.45427 -4.36182 7.16941
H 1.71389 -3.21602 8.56630
H 0.94748 -4.28968 7.39689
H 0.02816 -1.44532 8.77805
H -1.07587 0.78339 5.31370
H 1.78757 -3.73624 2.81769
C -0.90681 5.45212 2.21665
C -1.95792 4.37827 2.02260
O -3.28068 4.91154 2.22031
P -1.85433 2.99824 3.20349
O -0.38799 2.88317 3.73730
O -2.65138 3.46989 4.49550
O -2.38288 1.74787 2.57798
P -1.85479 3.60029 0.33746
O -3.29850 2.91409 0.24973
O -1.70425 4.61897 -0.70830
O -0.79461 2.47206 0.43947
H -1.04922 5.95646 3.17392
H -0.98116 6.17345 1.40367
H 0.08732 5.00372 2.20539
H -3.84974 4.57799 1.51284
H -0.05747 1.95737 3.68454
H -3.33124 4.11390 4.24868
H -3.27495 1.97426 0.52252
C 1.27831 -1.88129 -5.18048
Si 1.63629 -2.65471 -3.50758
C 0.24507 -3.79702 -3.01271
C 3.20667 -3.68108 -3.65570
C 1.96176 -1.43891 -2.12229
Te 0.85897 0.39199 -1.97352
C 2.13276 1.24491 -3.48684
Si 1.47117 2.78278 -4.32634
C 2.92571 3.62823 -5.16901
C 0.68947 3.97051 -3.11672
C 0.25247 2.29812 -5.67481
H 0.85946 -2.63217 -5.85522
H 2.18273 -1.47824 -5.64253
H 0.55006 -1.07019 -5.09236
H 0.07817 -4.58155 -3.75497
H -0.69136 -3.24806 -2.90723
H 0.46622 -4.25825 -2.04718
H 3.10999 -4.44577 -4.43123
H 3.41786 -4.18776 -2.71056
H 4.06945 -3.05697 -3.90137
H 3.00764 -1.12984 -2.09705
H 1.75572 -1.99173 -1.20182
H 2.29511 0.45849 -4.22397
H 3.08964 1.45418 -3.00068
H 3.69711 3.89340 -4.44198
H 2.60316 4.54739 -5.66543
H 3.38335 2.98251 -5.92289
H 1.44534 4.59888 -2.64106
H 0.15518 3.45521 -2.31402
H -0.03422 4.62628 -3.60602
H 0.53520 1.35204 -6.14402
H 0.22939 3.06527 -6.45283
H -0.76379 2.18827 -5.29004
C 2.29370 3.30629 0.15806
Ge 1.97377 1.73544 1.36111
C 2.48375 2.46588 3.16726
C 2.66807 1.55053 4.20694
C 2.86761 1.96241 5.51923
C 2.89675 3.31703 5.82166
C 2.73477 4.24663 4.80186
C 2.52719 3.82086 3.49652
C 3.68714 0.70065 1.00701
C 3.54388 -0.61504 0.64110
C 4.62653 -1.43291 0.24026
C 5.88639 -0.91997 0.20067
C 6.11705 0.41834 0.60740
C 7.43013 0.95192 0.61561
C 7.67324 2.22240 1.04955
C 6.60105 3.02088 1.49981
C 5.32357 2.53669 1.48437
C 5.02465 1.22533 1.02927
H 3.07442 3.97284 0.52768
H 1.37731 3.88455 0.02051
H 2.60305 2.93842 -0.82269
H 2.65777 0.48632 3.98295
H 2.99191 1.22683 6.30650
H 3.04671 3.64554 6.84293
H 2.75929 5.30666 5.02853
H 2.40435 4.56459 2.71407
H 2.56097 -1.05534 0.64930
H 4.44032 -2.46016 -0.05413
H 6.72620 -1.52068 -0.13182
H 8.24553 0.32235 0.27543
H 8.68258 2.61552 1.05974
H 6.79243 4.02349 1.86248
H 4.51511 3.14731 1.85524
C -2.91116 -1.29717 2.47649
C -2.95968 -0.96914 0.99846
O -3.73309 -1.71716 0.31696
N -2.22186 -0.04506 0.40502
Te -2.54466 -1.24524 -1.82508
C -3.16219 -2.68123 -3.39911
C -3.46098 -4.00564 -3.06968
C -3.52699 -4.50949 -1.64565
C -3.71106 -4.93034 -4.08492
C -3.65297 -4.57871 -5.42164
C -3.86905 -5.59566 -6.51120
C -3.34909 -3.25750 -5.73619
C -3.10382 -2.30992 -4.75196
C -2.76429 -0.90177 -5.17200
C -4.20809 0.02334 -2.27054
C -5.53748 -0.38778 -2.10388
C -5.95369 -1.78352 -1.72895
C -6.54658 0.55191 -2.30896
C -6.28350 1.86096 -2.68068
C -7.39100 2.86885 -2.83550
C -4.96212 2.22478 -2.88929
C -3.92301 1.32398 -2.69826
C -2.51834 1.77488 -2.97218
H -3.81049 -1.85300 2.73320
H -2.82056 -0.41051 3.09631
H -2.05238 -1.95117 2.65029
H -3.21331 -3.76188 -0.91953
H -2.89232 -5.38955 -1.52639
H -4.54912 -4.80175 -1.39455
H -3.94814 -5.95503 -3.81318
H -4.21301 -6.54442 -6.09998
H -2.93892 -5.77950 -7.05330
H -4.60673 -5.24775 -7.23634
H -3.29363 -2.96050 -6.77931
H -2.63698 -0.83612 -6.25232
H -1.83556 -0.57052 -4.69843
H -3.55531 -0.20949 -4.87520
H -5.34762 -2.16678 -0.91115
H -5.84530 -2.45272 -2.58329
H -6.99911 -1.79052 -1.42030
H -7.57535 0.24097 -2.15772
H -8.36905 2.39303 -2.76588
H -7.32388 3.38171 -3.79628
H -7.32798 3.62898 -2.05406
H -4.72127 3.23865 -3.19036
H -2.48583 2.83508 -3.21399
H -2.07191 1.21064 -3.79383
H -1.89245 1.61815 -2.09588

Forces on atoms 1 to 3 (eV/Å):
-0.2 -0.5 0.4
0.0 0.0 0.0
0.1 0.0 -0.1

=====

- Which of these has the lowest total charge?
  C61H72N3O6Rb